This record from the Open Molecules 2025 dataset describes a structure of composition C49H54N4OS2Se4Tc at a distorted geometry. The level of theory is ωB97M-V/def2-TZVPD.

Output
⟨S²⟩ = 3.80
Spin multiplicity = 4
Molar mass = 1192.972 g mol⁻¹
ΔE to the lowest compared entry with this formula, charge and spin = 87.1 kJ/mol
Frontier orbital gap (spin up / spin down) = 6.368 / 6.002 eV
E_HOMO (spin up / spin down) = -6.85 / -7.33 eV
Total energy = -344953.53963 eV

```
115
Properties=species:S:1:pos:R:3:forces:R:3:lowdin_spin:R:1
Tc -0.31544 0.79509 1.03110 0.58 -0.25 1.01 1.2096
Se -1.26023 2.67195 1.90899 0.08 -0.13 -0.18 0.5896
Se -1.36938 4.85660 -1.19150 0.06 0.04 0.02 0.6823
Se -2.25540 2.87220 -1.61134 -0.08 -0.17 -0.07 0.3787
Se -0.61526 1.17759 -1.26635 -0.16 0.35 -0.36 0.1252
C 2.11382 4.19517 1.58697 -0.03 0.00 -0.02 0.0017
C 2.20998 3.10367 0.52309 0.10 0.03 0.06 0.0008
C 2.48297 3.68808 -0.86522 -0.01 0.01 0.01 0.0027
C 3.24536 2.05673 0.87834 0.05 0.26 -0.11 -0.0008
C 4.58619 2.43653 0.86001 -0.03 0.03 -0.02 0.0002
C 5.60022 1.53294 1.10450 -0.05 -0.07 0.02 -0.0010
C 5.27661 0.20407 1.32703 0.04 0.07 -0.05 -0.0001
C 3.95790 -0.22693 1.36160 0.06 -0.08 -0.02 -0.0012
C 3.72094 -1.72524 1.47720 0.08 0.00 -0.02 0.0006
C 4.15823 -2.40610 0.17258 0.01 0.03 0.05 0.0001
C 4.45164 -2.36896 2.65973 -0.01 -0.02 0.06 0.0000
C 2.93818 0.73253 1.19625 -0.26 -0.11 0.24 -0.0003
N 1.57706 0.33565 1.42440 -0.12 -0.09 -0.30 -0.0157
C 1.25547 -0.31982 2.56121 -0.05 0.02 -0.02 0.0021
C 0.06526 -1.10688 2.59767 -0.28 -0.10 -0.14 0.0058
N -0.77771 -1.06551 1.54556 0.07 -0.12 -0.14 -0.0202
C -1.76804 -2.10026 1.35761 0.16 0.21 0.06 0.0005
C -1.33543 -3.31809 0.81104 -0.01 -0.13 0.00 -0.0018
C -2.25044 -4.36152 0.70869 -0.07 0.02 -0.03 0.0002
C -3.57474 -4.20557 1.07183 0.06 0.05 -0.03 -0.0013
C -3.99169 -2.97726 1.54665 0.03 0.00 0.06 0.0003
C -3.10865 -1.90981 1.71911 -0.19 0.00 0.09 -0.0013
C -3.74074 -0.62153 2.23113 0.09 0.05 -0.10 0.0001
C -3.08014 0.02177 3.45168 0.01 -0.11 0.01 0.0046
C -3.96881 0.33642 1.05364 0.01 -0.01 0.03 0.0036
C 0.06203 -3.62452 0.29775 0.05 0.07 0.03 0.0001
C 0.98832 -4.10723 1.41891 0.02 0.00 -0.01 0.0001
C 0.69913 -2.53176 -0.56270 0.03 -0.01 -0.03 0.0020
C 0.02059 -1.82901 3.88641 -0.08 0.27 -0.03 -0.0011
C -0.80147 -2.76185 4.45181 -0.03 -0.05 0.08 0.0035
C -0.46051 -3.26736 5.73629 -0.02 0.04 -0.07 -0.0004
C 0.65026 -2.84491 6.42050 0.04 0.02 -0.01 0.0028
C 1.51693 -1.87369 5.84952 0.04 -0.03 0.10 -0.0003
C 2.68942 -1.31576 6.42918 -0.05 -0.03 -0.03 0.0011
C 3.40697 -0.36336 5.75211 -0.05 0.03 -0.07 -0.0005
C 3.04140 0.08426 4.45269 0.01 0.13 0.14 0.0017
C 1.93288 -0.45806 3.86914 -0.18 0.16 -0.05 -0.0014
C 1.17152 -1.40670 4.58990 0.03 0.00 -0.03 -0.0018
H 1.33441 4.90964 1.31306 0.00 0.00 0.01 0.0007
H 3.05742 4.73696 1.68705 0.01 0.00 0.00 0.0000
H 1.85216 3.77509 2.56027 0.01 0.00 -0.01 0.0011
H 1.23030 2.63310 0.47263 0.09 0.02 -0.05 0.0000
H 3.36529 4.33320 -0.85880 0.00 -0.01 -0.01 0.0003
H 1.62852 4.28906 -1.18170 0.01 0.02 0.02 0.0027
H 2.64153 2.89386 -1.59780 -0.01 0.02 0.04 0.0004
H 4.82912 3.46901 0.64271 0.00 0.00 -0.01 0.0000
H 6.63495 1.85012 1.09087 0.00 0.00 0.00 0.0000
H 6.06920 -0.52138 1.46164 0.00 -0.01 0.00 0.0000
H 2.66042 -1.91676 1.61258 -0.02 0.03 -0.07 0.0002
H 5.24476 -2.34936 0.07074 -0.01 0.00 -0.03 0.0000
H 3.71511 -1.93361 -0.70315 -0.07 0.03 -0.01 0.0000
H 3.87436 -3.46037 0.17959 0.03 -0.01 0.00 0.0000
H 5.52566 -2.43280 2.47444 0.01 0.02 0.00 0.0000
H 4.08625 -3.38861 2.80317 0.02 -0.02 -0.01 0.0000
H 4.29852 -1.82203 3.59172 0.03 -0.12 -0.13 0.0000
H -1.91322 -5.30734 0.30068 0.00 -0.01 -0.02 0.0000
H -4.27519 -5.02407 0.96478 -0.01 0.00 0.00 -0.0001
H -5.03218 -2.82920 1.81164 0.00 -0.01 0.01 0.0000
H -4.73103 -0.92181 2.58295 -0.04 0.00 -0.04 0.0001
H -2.08310 0.40416 3.26197 -0.01 -0.04 0.03 0.0075
H -3.02397 -0.69225 4.27527 -0.01 -0.03 0.03 0.0002
H -3.68359 0.87034 3.78018 0.00 0.00 0.00 0.0008
H -3.05345 0.50795 0.48548 -0.05 -0.02 0.01 0.0022
H -4.33264 1.30631 1.39679 -0.01 0.00 0.01 0.0013
H -4.70172 -0.09263 0.36596 0.01 0.00 -0.01 0.0001
H -0.08320 -4.48350 -0.36394 -0.01 -0.01 -0.02 0.0000
H 1.15852 -3.33205 2.16814 0.01 -0.08 -0.06 0.0001
H 1.95750 -4.39592 1.00687 0.00 -0.01 0.00 0.0000
H 0.56511 -4.97384 1.93155 -0.01 0.02 0.00 0.0000
H 1.18524 -1.75703 0.02735 -0.02 -0.01 -0.02 0.0017
H -0.04322 -2.04620 -1.19904 -0.01 0.00 0.01 0.0001
H 1.46362 -2.97444 -1.20455 0.02 0.01 0.00 0.0002
H -1.68662 -3.12534 3.94608 -0.01 0.00 -0.01 0.0002
H -1.10722 -4.00967 6.18583 0.00 0.00 0.00 -0.0001
H 0.87100 -3.25096 7.40021 0.00 0.00 0.01 0.0001
H 3.01038 -1.64175 7.41104 -0.01 0.01 0.01 0.0001
H 4.29243 0.05715 6.21068 0.00 0.01 0.00 -0.0001
H 3.64822 0.82574 3.94845 0.01 -0.03 -0.01 0.0001
O -2.40796 -1.48779 -1.66814 -0.15 -0.04 0.07 0.0038
S -3.70654 -2.00599 -2.17390 0.13 0.10 0.13 0.0003
C -3.43256 -3.73334 -2.56725 -0.04 0.02 -0.14 0.0001
C -4.49168 -4.62260 -2.52767 0.03 -0.06 0.02 0.0000
C -4.26245 -5.95740 -2.83979 0.02 0.00 0.01 0.0000
C -2.98333 -6.38093 -3.17216 -0.01 0.02 0.02 0.0000
C -1.92707 -5.47554 -3.19330 0.00 -0.01 0.01 0.0000
C -2.14820 -4.14234 -2.88949 0.03 -0.04 0.04 0.0000
C -3.80885 -1.41808 -3.87302 0.01 -0.05 -0.01 0.0001
C -2.70316 -0.77156 -4.39866 -0.02 0.04 -0.04 0.0005
C -2.76054 -0.31829 -5.71030 -0.02 0.00 -0.03 0.0002
C -3.90990 -0.49701 -6.46805 0.00 -0.01 0.05 0.0000
C -5.01581 -1.13382 -5.91755 0.01 0.03 0.00 0.0001
C -4.96856 -1.59610 -4.61170 0.02 -0.02 -0.01 0.0000
H -5.47986 -4.28370 -2.23898 0.00 0.01 -0.01 0.0000
H -5.07853 -6.66745 -2.81167 -0.01 0.00 0.00 0.0000
H -2.80573 -7.42215 -3.40783 0.00 0.00 0.00 0.0000
H -0.92922 -5.81176 -3.44518 0.00 -0.01 0.00 0.0000
H -1.33947 -3.42026 -2.87704 -0.02 0.00 0.00 0.0000
H -1.83002 -0.62495 -3.77174 -0.01 -0.03 -0.01 0.0007
H -1.90551 0.17915 -6.15271 -0.01 0.02 0.04 0.0000
H -3.95020 -0.12971 -7.48502 0.00 -0.01 -0.01 0.0000
H -5.91637 -1.26166 -6.50353 0.00 -0.01 0.00 0.0000
H -5.82524 -2.09629 -4.17486 0.00 0.01 0.01 0.0000
N 1.55505 -0.75879 -4.89840 0.11 -0.05 0.11 0.0001
C 1.67372 0.26948 -4.01982 -0.08 0.06 0.07 -0.0001
N 0.99803 1.39184 -4.35002 0.01 0.07 0.05 0.0009
S 2.57046 0.16045 -2.61931 0.05 -0.17 -0.11 0.0011
H 1.20206 -0.60472 -5.82726 0.01 0.02 -0.03 0.0000
H 2.18642 -1.52939 -4.76091 -0.06 0.02 -0.01 0.0000
H 0.30183 1.38723 -5.07706 -0.01 -0.02 0.03 0.0000
H 0.90640 2.08922 -3.62763 0.01 -0.02 -0.03 0.0017
```
Forces are in eV/Å.

---

This record from the Open Molecules 2025 dataset describes a structure of composition C49H55AsCuN4O4SeSi. The level of theory is ωB97M-V/def2-TZVPD.

Output
⟨S²⟩ = 0.76
Spin multiplicity = 2
Molar mass = 1009.517 g mol⁻¹
ΔE to the lowest compared entry with this formula, charge and spin = 0.0 kJ/mol
Frontier orbital gap (spin up / spin down) = 5.632 / 6.447 eV
E_HOMO (spin up / spin down) = -6.78 / -7.60 eV
Total energy = -244564.94746 eV

```
116
Properties=species:S:1:pos:R:3:forces:R:3:lowdin_spin:R:1
Cu 0.63791 -0.21545 -0.31221 0.42 0.20 0.00 0.4834
Se -4.11580 -5.90954 -2.41144 0.22 0.25 0.08 -0.0001
N -3.93917 -4.18270 -2.83731 -0.01 0.01 0.01 -0.0003
C -2.93434 -3.71171 -2.14846 -0.10 -0.06 -0.09 0.0003
C -2.49004 -2.32299 -2.21338 -0.03 0.05 0.00 0.0014
C -3.12703 -1.36704 -3.00283 0.07 0.14 0.04 0.0034
C -2.68307 -0.06298 -2.95646 -0.01 -0.09 0.05 0.0008
C -1.60743 0.25188 -2.13176 -0.02 0.00 -0.09 0.0057
N -0.98069 -0.65721 -1.39693 -0.24 -0.08 -0.06 0.0407
C -1.41541 -1.92569 -1.42057 -0.01 -0.06 0.00 0.0062
C -0.72062 -2.88378 -0.54504 -0.08 -0.06 -0.03 0.0011
N 0.30211 -2.40522 0.16897 -0.06 -0.01 -0.03 0.0022
C 0.93752 -3.21538 0.99687 0.01 -0.05 0.00 0.0012
C 0.58964 -4.55839 1.14992 -0.06 0.02 -0.04 0.0001
C -0.45987 -5.06359 0.41105 0.11 0.10 0.02 0.0012
C -1.13838 -4.21257 -0.46214 0.03 -0.02 0.11 0.0003
C -2.26859 -4.64797 -1.27569 -0.06 -0.16 -0.03 0.0000
N -2.74057 -5.86612 -1.27169 0.01 0.03 0.02 0.0000
H -3.96392 -1.66228 -3.61993 -0.03 -0.01 -0.01 0.0002
H -3.15642 0.71742 -3.53303 -0.02 0.01 -0.02 0.0001
H -1.21888 1.26068 -2.07587 -0.02 0.02 0.00 0.0002
H 1.74856 -2.77197 1.55932 0.05 0.01 0.00 0.0000
H 1.14238 -5.18019 1.83875 0.01 -0.02 0.02 0.0000
H -0.76829 -6.09690 0.48940 -0.01 -0.02 0.01 0.0001
C 1.74718 0.46759 -1.91083 -0.01 -0.27 0.06 0.2430
C 1.53218 1.89502 -2.13512 -0.15 0.13 0.08 0.0135
C 1.99364 2.84997 -1.21558 0.07 -0.01 0.02 0.0346
C 1.75511 4.19726 -1.41611 0.02 0.01 -0.04 -0.0035
C 1.03634 4.63969 -2.52158 -0.03 -0.01 -0.03 0.0417
C 0.56659 3.70752 -3.43682 0.00 0.08 0.02 -0.0042
C 0.81474 2.35739 -3.24662 0.03 -0.03 -0.03 0.0364
H 2.72869 0.22296 -1.51318 0.06 0.01 0.01 0.0106
H 1.49608 -0.15090 -2.77324 0.03 0.00 0.00 0.0136
H 2.52018 2.52485 -0.32410 -0.05 0.03 -0.05 0.0014
H 2.13087 4.91208 -0.69398 0.02 0.01 -0.02 -0.0012
H 0.85021 5.69516 -2.66908 0.00 0.02 -0.01 0.0029
H 0.01637 4.03282 -4.31066 -0.01 0.02 -0.02 -0.0013
H 0.46751 1.64187 -3.98515 0.00 -0.02 0.00 0.0015
C -4.35177 -0.90547 5.73021 -0.01 -0.02 0.02 0.0000
C -4.76364 0.15261 4.93022 -0.03 0.02 -0.01 0.0001
C -4.00693 0.52968 3.83370 0.00 0.03 -0.01 0.0003
C -2.82057 -0.13590 3.53175 0.00 -0.04 -0.04 0.0017
C -2.42627 -1.20454 4.32690 -0.01 -0.01 0.05 0.0001
C -3.18614 -1.58728 5.42556 0.02 -0.02 0.01 0.0000
As -1.73915 0.29593 1.96113 0.06 -0.06 -0.08 0.0038
C -1.35049 2.18031 2.24317 -0.06 -0.07 0.09 0.0001
C -1.70728 2.87316 3.39379 -0.03 0.00 0.02 0.0003
C -1.45862 4.23492 3.49555 -0.02 0.01 0.05 0.0000
C -0.86228 4.91393 2.44558 0.06 0.01 -0.02 0.0002
C -0.47367 4.22105 1.30771 0.00 0.03 -0.01 -0.0003
C -0.70370 2.85755 1.21444 0.06 0.03 -0.07 -0.0002
C -3.29127 0.49413 0.77152 0.02 -0.01 0.08 -0.0003
C -3.72236 1.69445 0.22309 0.05 0.08 -0.03 0.0002
C -4.85440 1.73106 -0.58266 -0.03 0.03 -0.03 0.0000
C -5.57303 0.57341 -0.83477 -0.02 0.01 -0.01 0.0000
C -5.15056 -0.62999 -0.28543 0.01 -0.04 -0.06 0.0000
C -4.01200 -0.66742 0.50241 -0.01 -0.04 0.00 0.0000
H -4.94567 -1.20041 6.58498 -0.01 -0.01 0.02 0.0000
H -5.68027 0.68028 5.15925 -0.02 0.01 0.00 0.0000
H -4.34424 1.34449 3.20323 0.01 0.00 0.00 0.0000
H -1.51651 -1.74387 4.09434 0.05 -0.01 -0.02 0.0000
H -2.86468 -2.41836 6.03949 0.00 -0.02 0.02 0.0000
H -2.18680 2.35929 4.21735 0.02 -0.01 -0.01 0.0000
H -1.73795 4.76407 4.39781 0.00 0.01 0.01 0.0000
H -0.67761 5.97740 2.52239 0.00 0.03 0.00 0.0000
H 0.01824 4.73222 0.49106 -0.01 0.01 0.01 -0.0002
H -0.36007 2.32880 0.32943 0.01 -0.02 0.03 -0.0007
H -3.18242 2.61197 0.42952 -0.02 -0.03 -0.01 0.0000
H -5.18049 2.67403 -1.00282 -0.01 0.02 0.00 0.0000
H -6.46208 0.60726 -1.45043 -0.02 0.00 -0.02 0.0000
H -5.70655 -1.53975 -0.47534 -0.02 -0.02 0.00 0.0000
H -3.69579 -1.61145 0.93865 0.01 0.00 0.00 0.0000
C 0.62829 0.25486 5.63126 0.05 0.00 -0.04 0.0000
C 1.81481 -0.12179 4.74969 -0.08 -0.12 -0.06 0.0002
C 3.10021 -0.12388 5.56866 -0.01 -0.01 0.02 0.0001
C 1.59501 -1.48513 4.09826 -0.10 -0.07 0.08 0.0000
O 1.88284 0.87698 3.74340 0.10 0.25 0.14 0.0030
Si 2.59427 0.93111 2.26444 0.02 -0.04 -0.04 0.0047
O 1.67232 0.44297 1.09060 -0.11 -0.18 -0.11 0.0508
O 3.96172 0.01220 2.43626 0.05 0.03 0.21 -0.0002
C 4.92750 -0.34295 1.45390 -0.08 -0.07 -0.09 0.0000
C 6.17879 -0.75899 2.21915 -0.06 0.00 -0.05 0.0000
C 4.37325 -1.51173 0.63993 0.10 0.04 -0.08 -0.0005
C 5.23510 0.83433 0.53180 0.07 -0.07 -0.08 -0.0001
O 3.01330 2.49462 1.98194 -0.13 0.08 -0.03 0.0001
C 3.63322 3.48535 2.79756 0.01 0.00 -0.01 0.0000
C 4.87782 2.92238 3.47634 0.06 0.09 0.04 0.0000
C 2.63406 3.98890 3.83417 0.10 0.02 0.05 0.0000
C 4.01748 4.61394 1.84604 -0.02 0.00 0.09 0.0000
H 0.50524 -0.45250 6.45311 0.01 -0.03 0.02 0.0000
H -0.29125 0.27169 5.04725 -0.01 0.01 -0.03 0.0000
H 0.78402 1.25105 6.04655 0.00 0.03 0.01 0.0000
H 3.06484 -0.90353 6.33251 -0.02 -0.01 0.02 0.0000
H 3.22774 0.83688 6.06769 0.02 0.06 0.01 0.0000
H 3.95801 -0.30529 4.92324 0.03 0.00 -0.05 0.0000
H 1.33923 -2.24400 4.84292 0.01 0.03 0.01 0.0000
H 2.49927 -1.79977 3.57695 0.05 0.00 -0.04 0.0000
H 0.78332 -1.40998 3.37084 -0.04 -0.01 0.00 0.0000
H 5.92953 -1.54401 2.93334 -0.01 -0.03 0.02 0.0000
H 6.58400 0.08942 2.77024 0.00 0.04 0.03 0.0000
H 6.94633 -1.13277 1.54044 0.02 -0.01 -0.03 0.0000
H 4.22922 -2.38583 1.27811 -0.01 -0.01 0.04 0.0000
H 5.05577 -1.78354 -0.16729 0.04 -0.03 0.00 0.0000
H 3.41632 -1.22464 0.20290 -0.02 -0.02 0.03 -0.0006
H 5.50546 1.71563 1.11060 0.02 -0.11 -0.14 0.0000
H 4.36978 1.08856 -0.08024 -0.05 0.02 -0.01 -0.0002
H 6.06371 0.58311 -0.13317 0.00 -0.02 -0.02 0.0000
H 4.62271 2.07961 4.11459 -0.04 -0.09 0.07 0.0000
H 5.35267 3.68881 4.09144 0.00 0.03 0.00 0.0000
H 5.60105 2.58060 2.73412 -0.03 0.08 0.17 0.0000
H 2.26076 3.16259 4.43562 0.01 -0.03 0.02 0.0000
H 1.78703 4.45914 3.33913 -0.09 0.01 -0.06 0.0000
H 3.10615 4.72256 4.49149 0.00 0.03 -0.01 0.0000
H 4.72545 4.25854 1.09774 0.03 -0.04 -0.05 0.0000
H 4.47009 5.44487 2.38900 0.02 0.02 0.02 0.0000
H 3.12614 4.97663 1.33380 -0.02 0.01 0.01 0.0000
```
Forces are in eV/Å.